{"formula": "C7H10BrN3O3", "method": "wB97M-V/def2-TZVPD", "lumo_energy_ev": 0.0, "homo_energy_ev": -8.3, "orbital_gap_ev": 8.320, "total_charge": 0, "elements": ["Br", "O", "O", "O", "N", "N", "N", "C", "C", "C", "C", "C", "C", "C", "H", "H", "H", "H", "H", "H", "H", "H", "H", "H"], "positions_angstrom": [[-0.34, -1.46, 1.13], [-3.88, 1.71, -1.43], [-2.88, 0.73, -3.01], [2.68, 0.57, -1.07], [-2.95, 1.00, -1.84], [-3.27, 0.17, 1.31], [2.35, -0.78, -0.87], [-1.05, -0.62, -1.44], [-3.67, 0.81, 2.43], [3.30, -1.33, -0.25], [-0.28, -1.43, -0.72], [1.68, 1.56, -1.08], [-2.64, 0.21, 0.31], [-2.13, 0.20, -0.94], [2.12, 2.43, -0.69], [0.71, 1.25, -0.63], [3.24, -2.51, -0.21], [-0.93, -0.62, -2.53], [0.43, -2.11, -1.13], [-4.81, 0.72, 2.38], [-3.40, 1.92, 2.22], [-3.20, 0.51, 3.50], [4.03, -0.78, 0.34], [1.36, 1.72, -2.21]]}